1.
{"formula": "C6H7N", "method": "wB97M-V/def2-TZVPD", "spin_multiplicity": 1, "de_lowest_ev": 3.304, "fmax_ev_per_a": 6.5, "total_charge": 0, "smiles": "C/C=C/C=C\\C#N", "homo_energy_ev": -8.93, "species": ["C", "C", "C", "C", "C", "C", "N", "H", "H", "H", "H", "H", "H", "H"], "positions_angstrom": [[-1.926, 0.935, -0.453], [-0.923, -0.115, -0.471], [0.414, 0.148, -0.372], [1.513, -0.648, 0.282], [2.811, -0.411, 0.401], [3.585, 0.650, -0.116], [4.522, 0.710, -0.865], [-2.933, 0.664, -0.866], [-1.425, 1.752, -1.029], [-2.171, 1.267, 0.547], [-1.173, -1.233, -0.519], [0.697, 1.132, -0.407], [1.207, -1.573, 0.817], [3.364, -1.137, 0.814]], "mulliken_charge": [-0.997, 0.043, -0.363, -0.084, -0.299, -0.071, -0.396, 0.304, 0.295, 0.246, 0.282, 0.333, 0.273, 0.435]}

***

2.
{"formula": "C6H7N", "method": "wB97M-V/def2-TZVPD", "spin_multiplicity": 1, "de_lowest_ev": 5.965, "fmax_ev_per_a": 2.9, "total_charge": 0, "homo_energy_ev": [-7.65, -8.13], "species": ["C", "C", "C", "C", "C", "N", "C", "H", "H", "H", "H", "H", "H", "H"], "positions_angstrom": [[-0.702, -1.012, -0.428], [0.621, -1.272, 0.115], [-0.643, 0.533, -0.489], [-1.514, 1.273, 0.260], [2.218, 0.759, 0.244], [-1.782, -1.672, -0.430], [1.167, -0.045, 0.234], [-1.668, -2.631, -0.105], [1.004, -2.227, 0.448], [-0.158, 1.039, -1.317], [-1.836, 2.263, -0.028], [-2.098, 0.794, 1.033], [3.087, 0.576, 0.861], [2.302, 1.624, -0.397]], "mulliken_charge": [0.456, -0.508, -0.204, -0.749, -0.721, -0.668, 0.217, 0.236, 0.385, 0.421, 0.294, 0.289, 0.280, 0.272]}